1.
Molecular formula: C12H16Cl6IrO3
Method: DFT, the ωB97M-V functional and the def2-TZVPD basis

## Properties
Charge ... -2
DFT total energy ... -3557.97995 Ha
HOMO level (alpha / beta) ... 0.28 / -1.63 eV
Multiplicity ... 6
LUMO energy (alpha / beta) ... 4.432 / 3.629 eV

The geometry in XYZ format:
```
38
Properties=species:S:1:pos:R:3:lowdin_charge:R:1
Cl 2.20 0.30 0.25 0.023
O 0.98 0.59 2.82 -0.360
H 1.21 -3.04 -2.12 0.026
C -0.19 0.86 -2.04 -0.246
Cl 2.96 1.81 4.48 0.561
H -2.68 -1.17 0.67 0.003
H -2.82 1.25 0.10 0.000
Cl 2.51 -0.62 5.98 0.535
C 1.71 0.72 5.14 -1.487
C -2.16 -1.61 -0.17 -0.119
Cl 0.66 1.62 6.25 0.558
H 2.11 -1.44 -3.17 0.061
Ir 0.02 -0.02 1.04 1.146
C 0.07 -1.39 -1.46 -0.344
H -0.12 -3.41 -0.83 0.022
H -3.05 1.32 -1.67 0.086
H 1.68 -1.69 1.57 0.045
Cl -1.88 0.51 2.21 0.101
C 1.61 -0.48 -3.30 -0.056
C 0.54 -0.33 -2.30 -0.261
H 2.36 0.32 -3.20 0.080
O -0.04 -0.75 4.37 -0.054
H 0.91 2.16 -3.31 0.068
H -0.85 2.26 -3.53 0.081
H -2.81 -1.66 -1.05 0.086
Cl 0.04 4.87 -0.07 -0.799
H -0.08 2.98 -2.08 0.008
H -1.83 -2.61 0.10 0.058
H 0.40 -2.55 1.36 0.087
C -1.15 0.63 -1.04 -0.313
C -0.04 2.13 -2.78 -0.046
C -2.34 1.47 -0.85 -0.088
C 0.75 0.10 3.99 -0.822
O 0.72 -1.74 1.81 -0.221
H 1.20 -0.43 -4.32 0.084
H -2.03 2.52 -0.83 0.063
C -0.98 -0.78 -0.53 -0.562
C 0.41 -2.70 -1.47 -0.007
```

***

2.
Molecular formula: C12H16ClF5O7
Method: DFT, the ωB97M-V functional and the def2-TZVPD basis

## Properties
Charge ... 0
DFT total energy ... -1953.09504 Ha
HOMO level ... -10.85 eV
LUMO energy ... 0.211 eV

The geometry in XYZ format:
```
41
Properties=species:S:1:pos:R:3:lowdin_charge:R:1
H 6.23 -1.64 -0.83 0.127
H 2.51 -1.20 1.54 0.116
H 2.71 2.21 0.85 0.132
C -4.24 1.03 -0.34 -0.613
C -6.84 2.62 -0.52 -0.066
O 5.10 -0.84 2.11 0.077
O -3.60 -0.01 -0.88 0.015
H 1.14 0.25 -0.50 0.116
O 4.00 -0.13 -2.40 0.180
H 4.52 -1.83 -0.50 0.134
C 2.80 1.20 0.47 -0.122
H -6.03 3.19 -0.98 0.075
F 0.56 -3.71 -0.67 0.173
H -5.75 2.21 1.31 0.122
H -7.54 3.33 -0.07 0.080
F 2.17 -2.26 -0.88 0.156
H 3.53 0.70 1.11 0.104
H -7.12 1.14 1.01 0.122
H -7.35 2.07 -1.30 0.082
O 5.18 0.14 -0.51 0.037
C -6.31 1.68 0.54 -0.213
H -1.84 -0.68 -1.60 0.074
C 0.87 -2.41 -0.55 -0.515
C -2.27 0.27 -1.32 -0.035
O -3.76 2.12 -0.16 0.121
Cl 6.72 -2.79 1.58 0.696
C 1.46 0.46 0.52 -0.111
F 0.76 -3.02 1.73 0.116
C 5.63 -1.44 1.24 -0.770
F 0.12 -1.73 -1.43 0.152
H 0.73 1.14 0.96 0.120
C 4.12 0.38 -1.33 -0.576
C 5.41 -1.23 -0.24 -0.156
H -2.29 0.94 -2.18 0.104
H 1.13 -0.56 2.38 0.141
O -5.47 0.66 -0.04 0.038
C 1.50 -0.81 1.39 -0.066
F -0.71 -1.55 0.97 0.113
H -1.69 0.72 -0.52 0.086
C 0.61 -1.93 0.91 -0.422
O 3.29 1.32 -0.87 0.056
```

***

3.
Molecular formula: C12H16ClNO3Pt
Method: DFT, the ωB97M-V functional and the def2-TZVPD basis

## Properties
Charge ... +2
DFT total energy ... -1326.02525 Ha
HOMO level (alpha / beta) ... -15.31 / -15.62 eV
Multiplicity ... 5
LUMO energy (alpha / beta) ... -7.104 / -11.901 eV

The geometry in XYZ format:
```
34
Properties=species:S:1:pos:R:3:lowdin_charge:R:1
H -0.19 -0.77 4.89 0.109
H 0.67 2.87 -1.53 0.042
C -0.54 -0.47 -4.21 0.035
C 0.17 1.16 -2.68 -0.464
H -0.50 -1.28 -4.93 0.152
C -2.64 -0.21 -0.42 -0.290
H 2.51 0.53 2.10 0.108
C -1.22 1.47 -3.14 -0.072
H 1.48 -0.57 -3.24 0.151
H -1.22 -2.24 1.42 0.067
C -0.69 -2.01 2.34 0.038
Pt -0.92 0.07 -1.19 1.116
H -0.14 -2.90 2.67 0.118
O 0.01 -2.84 -1.15 0.209
H 1.14 -1.89 4.51 0.113
O 0.63 -0.50 0.94 -0.061
H -1.40 -1.69 3.11 0.109
C 1.71 0.82 2.80 -0.012
C 0.50 -0.12 -3.31 -0.052
C 0.83 -0.83 4.49 0.000
C -1.57 0.49 -4.10 0.017
C -0.27 -1.72 -1.20 -0.235
N 0.88 -0.32 3.13 -0.123
H 1.11 1.59 2.31 0.087
H 1.52 -0.23 5.09 0.102
O -3.70 -0.34 0.00 0.202
H 2.14 1.20 3.72 0.100
H 1.95 1.64 -1.64 0.110
C 1.16 2.15 -2.19 -0.038
C 0.30 -0.92 2.08 -0.460
H 1.61 2.68 -3.03 0.123
Cl -1.18 2.22 0.07 0.420
H -2.44 0.56 -4.76 0.148
H -1.70 2.42 -2.94 0.131
```

***

4.
Molecular formula: C12H16F6IrN2O5S2Si2
Method: DFT, the ωB97M-V functional and the def2-TZVPD basis

## Properties
Charge ... +2
DFT total energy ... -3030.77129 Ha
HOMO level (alpha / beta) ... -16.25 / -16.30 eV
Multiplicity ... 2
LUMO energy (alpha / beta) ... -8.823 / -10.531 eV

The geometry in XYZ format:
```
46
Properties=species:S:1:pos:R:3:lowdin_charge:R:1
O -0.02 0.44 -2.09 -0.513
H -2.90 3.34 -1.54 0.119
O 2.83 1.88 -0.50 -0.232
H -4.95 0.29 -3.70 0.133
C 0.67 -0.27 -4.50 -0.688
F 1.00 -1.44 -3.98 0.170
S 2.87 0.72 -1.33 0.687
C -0.43 3.44 -0.09 -0.154
N 0.30 -0.35 1.54 -0.230
H -2.28 0.98 2.58 0.027
C -2.88 -0.05 -1.03 -0.291
H 0.53 3.49 0.44 0.054
H -4.45 2.68 -3.31 0.134
Ir 0.17 0.00 -0.15 1.258
Si -1.97 -1.43 -0.20 0.648
N 2.38 0.91 -2.80 -0.260
O 0.42 2.27 -3.65 -0.180
H -0.91 2.09 2.88 0.057
O 0.43 -0.58 2.63 0.258
H -1.67 -2.61 1.96 0.056
C -2.60 1.33 -0.79 -0.293
C -3.69 -0.40 -2.11 -0.058
H -3.89 -1.44 -2.34 0.118
O 2.17 -0.47 -0.70 -0.432
H -0.70 -3.41 -0.88 0.059
H -1.17 -2.45 -2.30 0.041
H -2.59 -1.10 2.21 0.027
F 5.28 1.04 -2.18 0.213
C -4.00 1.93 -2.68 0.004
Si -1.40 1.99 0.46 0.665
F 5.09 -0.14 -0.37 0.201
C -1.79 1.90 2.26 -0.162
C -2.40 -1.92 1.53 -0.163
H -3.34 -2.48 1.44 0.071
C 4.61 0.10 -1.57 -0.694
H -2.49 2.72 2.45 0.071
C -3.14 2.30 -1.66 -0.056
C -4.29 0.58 -2.90 0.005
H -0.97 4.36 0.17 0.070
S 0.88 1.02 -3.18 0.707
F -0.61 -0.28 -4.84 0.182
F 4.56 -1.00 -2.29 0.201
C -1.49 -2.80 -1.32 -0.156
H -2.35 -3.46 -1.46 0.068
F 1.43 0.03 -5.51 0.215
H -0.24 3.45 -1.16 0.042
```

***

5.
Molecular formula: C12H16FO4PS
Method: DFT, the ωB97M-V functional and the def2-TZVPD basis

## Properties
Charge ... 0
DFT total energy ... -1607.17778 Ha
HOMO level ... -8.99 eV
LUMO energy ... -1.408 eV

The geometry in XYZ format:
```
35
Properties=species:S:1:pos:R:3:lowdin_charge:R:1
H -4.11 -1.10 -1.28 0.090
H -0.48 3.66 1.37 0.086
H 2.08 2.23 2.22 0.146
H -2.53 1.50 -1.37 0.146
C 2.74 -1.70 0.84 0.013
C 0.52 3.65 1.80 -0.038
F 0.28 1.37 2.31 -0.017
H 2.96 -4.69 0.61 -0.015
O -0.76 0.06 -0.57 -0.005
H -0.88 -0.03 -2.64 0.146
O 3.79 0.38 0.48 0.118
O -3.17 0.57 -3.12 -0.029
C 2.75 -0.25 0.45 -0.325
O 0.24 -2.56 -1.41 0.109
S 0.19 -5.35 0.41 0.152
H 1.14 4.38 1.27 0.089
H 2.25 2.31 -0.12 0.132
C 1.12 2.28 1.68 -0.374
C 1.45 0.37 0.10 -0.078
H -4.71 0.50 -0.80 0.080
C -2.77 0.50 -1.75 -0.417
C 0.46 -0.43 -0.33 -0.150
C 1.33 1.85 0.23 -0.072
C 0.74 -1.90 -0.53 -0.299
C 1.76 -2.49 0.41 -0.310
C -3.82 -0.13 -0.87 -0.037
H 1.81 -4.04 2.32 -0.016
C -1.48 -0.30 -1.77 -0.105
H 0.45 3.96 2.85 0.082
H -1.67 -1.37 -1.78 0.126
H -3.43 -0.28 0.14 0.087
H 0.50 2.21 -0.39 0.125
H -3.95 1.13 -3.18 0.092
H 3.55 -2.05 1.46 0.128
P 1.67 -4.24 0.94 0.338
```

***

6.
Molecular formula: C12H16N3
Method: DFT, the ωB97M-V functional and the def2-TZVPD basis

## Properties
Charge ... +1
DFT total energy ... -630.66881 Ha
HOMO level ... -11.98 eV
LUMO energy ... -4.044 eV

The geometry in XYZ format:
```
31
Properties=species:S:1:pos:R:3:lowdin_charge:R:1
C -1.58 -3.16 0.38 -0.015
H 2.72 0.45 -1.31 0.122
H 1.80 1.84 0.00 0.229
H -3.24 2.57 1.39 0.099
C -0.39 -0.77 -0.65 -0.226
H 2.66 -0.90 0.01 0.084
H 0.73 1.45 2.22 0.123
C 2.74 0.14 -0.24 0.007
H 1.22 -2.28 -1.12 0.101
H -3.34 -1.84 0.46 0.107
C 1.37 0.71 1.71 -0.004
H 0.26 -4.05 0.01 0.090
H -0.74 0.65 -2.32 0.088
N 1.56 0.83 0.30 -0.174
H 0.79 -0.10 -2.61 0.146
N -1.01 2.03 0.31 0.247
C 0.02 0.18 -1.83 0.054
H -1.90 -4.15 0.60 0.114
N -2.50 0.28 -0.03 0.167
C 0.30 0.52 -0.41 -0.159
H -3.04 3.50 -0.08 0.081
C -2.34 -2.05 0.28 0.029
C -2.17 1.58 0.10 -0.521
C -3.38 2.51 0.28 -0.006
C -0.20 -3.13 0.03 -0.058
H 3.76 0.47 0.28 0.164
H -4.33 2.16 -0.17 0.099
C 0.36 -2.07 -0.56 -0.001
C -1.80 -0.78 -0.14 -0.185
H 0.86 -0.21 1.83 0.102
H 2.31 0.67 2.18 0.096
```